# C6H8N2

The molecule C6H8N2 in a non-equilibrium geometry (ωB97M-V/def2-TZVPD, the Open Molecules 2025 dataset).

Geometry as XYZ:
```
16
Properties=species:S:1:pos:R:3:forces:R:3:lowdin_charge:R:1
N -0.71681 -0.63546 0.10428 -0.3 0.8 0.8 -0.1240
N 1.36718 -1.36117 0.35593 -0.4 -0.5 1.3 0.0856
C 1.43551 0.05668 0.23401 -2.6 -2.7 -0.1 -0.3099
C -0.36078 1.82221 -0.21173 0.6 -1.5 0.3 0.0766
C -2.12168 -0.72959 0.14816 -1.0 1.7 -2.3 -0.0455
C 0.01347 0.54576 0.08931 1.6 1.9 -0.9 -0.2181
C 0.12271 -1.68313 0.32144 2.5 1.1 -0.8 -0.1507
C 2.59401 0.51706 -0.07246 3.4 3.7 -1.2 0.0601
H 0.27617 2.68183 -0.36189 0.7 -0.5 0.4 0.0550
H -1.33991 2.08040 -0.47350 -1.6 0.0 -0.1 0.0190
H 3.58361 0.06901 0.05709 -0.9 -0.6 0.0 0.0751
H -2.34311 -1.66679 -0.30522 -0.7 -1.0 0.2 0.0794
H 2.71041 1.52095 -0.52868 -0.3 -0.4 0.6 0.0745
H -2.60379 -0.53964 1.09638 0.0 -0.1 0.4 0.0913
H -2.52159 0.01788 -0.61384 0.2 -0.7 1.1 0.1126
H -0.09538 -2.69602 0.16072 -1.1 -1.2 0.3 0.1191
```
Forces are in eV/Å.

Summary:
LUMO (eV): 0.56
HOMO-LUMO gap (eV): 8.25
Total energy (a.u.): -342.861385
Net charge: 0
SMILES: C=c1ncn(C)c1=C

---

# C5H9ClS2

The molecule C5H9ClS2 (ωB97M-V/def2-TZVPD, the Open Molecules 2025 dataset).

Geometry as XYZ:
```
17
Properties=species:S:1:pos:R:3:forces:R:3:lowdin_charge:R:1
Cl 2.85154 -0.13726 -0.72417 0.1 0.0 0.1 0.5485
S -0.44637 2.05976 -0.92907 0.2 0.3 0.2 0.6744
S -1.98031 -0.89327 -1.17456 0.2 -0.1 -0.1 0.7469
C 1.25828 -0.89069 -1.07011 0.1 -0.2 0.5 -0.5693
C -0.10642 1.42169 0.75829 -0.2 -0.2 0.2 -0.4934
C -0.99165 -1.13647 0.29992 -0.5 -0.5 0.1 -0.5730
C -0.17982 -0.08476 0.99684 0.1 0.4 0.1 -0.3209
C 0.52182 -1.15663 0.21911 0.3 -0.1 -0.1 -0.3412
H 0.14560 3.26596 -0.72354 -0.2 -0.4 0.0 -0.1305
H -2.78313 0.05656 -0.69481 -0.1 0.1 0.1 -0.1375
H -0.83358 1.87004 1.44626 0.2 0.0 -0.2 0.0710
H -0.15963 -0.25668 2.07583 0.0 0.0 -0.2 0.1408
H 1.47560 -1.81739 -1.59081 0.0 -0.1 0.0 0.0760
H 0.90115 1.72533 1.05792 -0.2 0.1 -0.1 0.0715
H -1.43334 -1.88564 0.96553 0.2 0.3 -0.3 0.0971
H 1.00979 -1.92460 0.81615 -0.1 0.1 -0.1 0.1355
H 0.75045 -0.21597 -1.72877 -0.3 0.3 -0.2 0.0040
```
Forces are in eV/Å.

Summary:
LUMO (eV): 0.62
HOMO-LUMO gap (eV): 9.61
Total energy (a.u.): -1452.442409
Net charge: 0
SMILES: SC[C@H]1[C@@H](S)[C@H]1CCl

---

# C21H38N4O5

The molecule C21H38N4O5 (ωB97M-V/def2-TZVPD, the Open Molecules 2025 dataset).

Geometry as XYZ:
```
68
Properties=species:S:1:pos:R:3:forces:R:3:lowdin_charge:R:1
O -2.11101 1.95691 1.10353 0.2 0.2 0.3 0.0282
O 2.77222 0.47921 1.10778 0.0 0.2 0.3 0.0692
O 4.55398 0.11884 -0.27297 0.1 -0.1 -0.1 0.0436
O -6.17235 1.09511 -0.21350 -0.4 -0.1 -0.3 0.0557
O 0.05271 -1.37900 -1.79343 0.1 -0.2 -0.4 0.0583
N 0.15440 0.13468 -0.11971 -0.2 0.5 0.2 0.1556
N -2.97008 0.27826 -0.09246 -0.3 0.0 0.1 0.0207
N -4.78821 2.51137 0.87036 0.0 0.6 0.2 0.1852
N 2.87605 -1.30719 -0.27241 0.0 -0.3 -0.2 0.1452
C 5.32056 1.26650 0.17308 0.3 0.6 0.2 -0.5689
C 6.60076 1.19745 -0.65996 -0.4 -0.1 0.1 -0.0227
C 1.47168 -3.30150 -0.24862 -0.3 0.3 0.0 -0.1283
C -2.00162 1.16308 0.17338 0.1 -0.1 -0.3 -0.3736
C -3.67504 -1.92720 -0.29836 0.0 0.1 0.0 -0.1387
C 4.56012 2.55902 -0.11979 -0.1 -0.3 0.1 -0.0149
C -3.01923 -0.78925 -1.07422 0.1 -0.4 -0.4 -0.1146
C 0.50819 -1.00773 -0.72677 0.1 -0.3 0.4 -0.4262
C -0.24181 -3.76577 1.57055 0.0 0.1 -0.3 -0.0712
C -5.15611 1.30594 0.41037 0.3 -0.2 0.3 -0.4936
C 1.55639 -1.81058 0.06316 0.0 -0.1 0.0 -0.2206
C -1.05707 3.45177 -1.53210 0.2 -0.2 0.0 -0.0566
C 0.11535 -3.93022 0.09487 0.1 -0.2 0.1 -0.4284
C 3.35945 -0.16076 0.26054 0.1 -0.3 -0.2 -0.5408
C 5.64135 1.14245 1.66178 -0.2 -0.1 -0.2 -0.0171
C 0.14323 -5.41255 -0.27376 -0.1 0.3 0.0 -0.0752
C -4.14782 0.19172 0.77573 -0.3 0.1 0.3 -0.1706
C -0.74866 1.10387 -0.71130 0.1 0.2 -0.2 -0.1827
C -4.73548 -1.19954 0.52548 0.0 0.0 -0.1 -0.1138
C -0.06136 2.47046 -0.91684 -0.3 0.0 0.1 -0.3482
C 0.54837 3.04823 0.35830 0.0 -0.1 -0.1 -0.0572
H 1.41650 -1.62324 1.13257 0.0 -0.1 -0.1 0.1472
H 3.35355 -1.70107 -1.06732 0.0 0.0 0.0 0.1594
H -1.14326 -4.33009 1.79968 -0.1 0.0 0.1 0.0771
H 6.15523 0.20354 1.85675 0.1 -0.1 0.0 0.0921
H 6.28119 1.96540 1.96711 0.1 0.1 0.0 0.0907
H 0.38367 -5.54129 -1.32609 0.0 -0.1 -0.1 0.0784
H -3.82586 0.34802 1.81078 0.0 0.0 -0.1 0.1560
H -1.02174 0.72158 -1.69952 0.0 0.0 0.2 0.1445
H -5.65445 -1.08032 -0.05207 0.1 0.0 0.1 0.1101
H -2.03844 -1.06028 -1.45628 -0.1 0.1 0.0 0.0933
H 7.26150 2.01652 -0.39294 0.1 0.1 0.0 0.0890
H 5.19659 3.41313 0.09321 0.1 0.1 0.0 0.0912
H -3.85607 2.63381 1.25200 -0.1 -0.1 -0.1 0.0746
H -0.42510 -2.72411 1.82265 0.0 0.1 0.1 0.0690
H -0.65056 -3.43986 -0.51318 0.0 0.0 0.0 0.1201
H -5.34205 3.31574 0.62378 0.0 -0.1 0.0 0.1155
H 0.56203 -4.13982 2.20132 0.1 0.0 0.1 0.0850
H -4.09783 -2.68381 -0.95467 0.0 -0.1 0.0 0.1156
H 0.66441 0.42987 0.70370 0.1 -0.2 -0.1 0.1252
H 2.26356 -3.81753 0.29881 0.1 0.0 0.0 0.1297
H -1.50617 3.03729 -2.43255 -0.1 0.0 -0.1 0.0826
H -3.66181 -0.47951 -1.90661 0.0 -0.1 0.0 0.1403
H 3.66993 2.62170 0.49872 0.0 0.1 0.0 0.0664
H 4.26545 2.59080 -1.16663 0.0 0.0 -0.1 0.0936
H 1.64581 -3.43247 -1.31891 0.1 0.0 0.0 0.1236
H 1.32602 2.40003 0.75443 0.1 0.0 0.1 0.0477
H -0.55480 4.37975 -1.79387 0.0 0.1 0.0 0.0799
H 0.99476 4.01585 0.13948 0.1 0.1 0.0 0.0830
H 7.11162 0.25533 -0.47999 0.1 -0.1 0.0 0.0870
H 0.74788 2.29596 -1.63767 -0.1 -0.1 0.0 0.1421
H 4.72667 1.17085 2.24747 0.0 0.0 0.1 0.0791
H -0.21782 3.18020 1.11542 0.0 0.1 0.1 0.0732
H -1.84706 3.67889 -0.82118 -0.1 0.1 0.1 0.0770
H -2.93831 -2.39922 0.35376 0.1 0.0 0.0 0.1028
H -0.82544 -5.86952 -0.08688 -0.1 -0.1 0.0 0.0762
H 0.89003 -5.93782 0.31824 0.1 -0.1 0.1 0.0807
H 6.36135 1.26386 -1.71789 0.0 0.0 -0.1 0.0872
H -4.97206 -1.71326 1.45457 0.0 0.0 0.0 0.1163
```
Forces are in eV/Å.

Summary:
LUMO (eV): 0.62
HOMO-LUMO gap (eV): 9.78
Total energy (a.u.): -1418.356806
Net charge: 0
SMILES: CC(C)C[C@@H](NC(=O)OC(C)(C)C)C(=O)N[C@@H](C(=O)N1CCC[C@@H]1C(N)=O)C(C)C

---

# C20H59BN6O4P3

A 3-piece molecular cluster, C20H59BN6O4P3 overall in a non-equilibrium geometry (ωB97M-V/def2-TZVPD, the Open Molecules 2025 dataset).

Geometry as XYZ:
```
93
Properties=species:S:1:pos:R:3:forces:R:3:lowdin_charge:R:1
P 0.87604 -2.62698 4.27590 -5.4 -1.3 4.8 0.7750
P -2.83530 0.37158 -4.04227 -5.8 -2.3 3.1 0.7706
P 3.82041 1.30612 -1.48293 0.6 0.4 0.8 0.2646
O 4.52867 4.13948 -0.99700 0.8 -1.1 -0.2 -0.0270
O -2.16370 0.39027 -2.65997 2.7 1.2 -2.8 -0.2866
O 0.37552 -1.17321 4.23421 3.4 0.0 -2.5 -0.2907
O -0.70698 4.48139 -0.76610 0.7 -0.2 0.1 -0.2385
N -3.34752 0.33292 -5.72964 2.6 1.1 0.0 -0.3193
N 1.52309 -4.26520 4.20969 1.6 1.2 -1.8 -0.3187
N -3.40822 -1.25426 -3.87813 -0.3 -1.3 -0.3 -0.3566
N -4.02630 1.54752 -3.63135 0.1 1.0 0.5 -0.3092
N -0.66521 -3.21940 3.78242 -1.1 0.1 -1.0 -0.3147
N 1.06652 -2.64298 5.99777 0.8 -0.3 1.2 -0.3547
C 6.94845 3.57522 0.64105 -0.1 -0.8 -0.4 -0.1536
C -2.91634 1.44638 -6.56489 -0.1 0.2 0.2 -0.1418
C 1.83980 -4.78515 2.88514 -0.2 0.1 -0.2 -0.1364
C -0.08124 -2.81219 6.87363 -0.3 -0.3 -0.3 -0.1379
C 2.74869 1.70514 0.06359 -1.8 -0.4 0.5 -0.4011
C 1.63462 -5.25208 5.26097 0.8 0.1 0.7 -0.1253
C -4.62981 -1.54418 -3.14483 -0.3 0.4 -0.1 -0.1378
C -2.36716 -2.19177 -3.44591 0.3 0.2 -0.1 -0.1490
C -0.27314 3.08823 -0.64376 -0.5 1.0 0.9 -0.2009
C -1.02894 -2.91276 2.39868 0.1 0.6 0.0 -0.1317
C -5.41392 1.61900 -4.02529 0.0 -0.2 -0.8 -0.1366
C 0.52344 1.44781 1.30141 0.2 -0.1 0.0 -0.2182
C -3.51003 2.89964 -3.41226 0.5 -0.1 0.4 -0.1266
C 6.55942 2.49610 -0.47362 0.2 0.9 0.7 -0.2086
C 0.38444 5.35890 -0.48809 0.5 0.5 0.1 -0.1398
C -1.37286 -4.40079 4.21766 0.6 -0.5 -0.1 -0.1391
C -0.28425 2.74479 0.88948 -0.5 -0.9 0.2 -0.1681
C 1.42016 0.82367 0.16481 0.8 0.3 1.1 -0.2763
C 1.87854 -1.53058 6.49862 0.1 0.1 -0.3 -0.1528
C -4.28112 -0.55535 -6.38635 0.3 -0.9 -0.2 -0.1258
B 5.02860 2.76978 -0.96698 0.3 0.7 0.0 -0.5308
H -3.72180 2.17733 -6.70436 0.0 0.0 -0.1 0.0752
H -1.06737 2.49125 -1.14638 0.9 0.2 0.1 0.1009
H -0.14256 0.65505 1.74216 0.3 0.8 -0.4 0.0798
H -1.32142 -4.56084 5.29022 0.2 0.0 0.0 0.0464
H 0.66126 5.92466 -1.41485 -0.3 -0.4 0.7 0.0848
H 4.68556 1.00090 -2.64628 0.4 -0.2 -0.4 -0.0833
H -0.40045 -3.85650 6.89893 -0.1 0.0 -0.1 0.0519
H -1.36197 2.54898 1.15791 0.9 0.4 -0.3 0.1040
H 1.31077 4.82553 -0.15003 -0.8 0.3 -0.3 0.0821
H 2.28269 -1.76670 7.48786 -0.1 -0.2 0.0 0.0744
H 2.40149 2.77506 0.08811 0.5 -0.7 -0.2 0.0469
H 2.27126 -6.08750 4.95026 0.0 0.1 -0.3 0.0794
H 1.94458 -3.97099 2.16470 -0.1 0.0 0.0 0.0791
H -2.43983 -4.30062 3.99788 0.1 0.2 -0.2 0.0848
H -0.58778 -3.63644 1.69960 -0.2 -0.1 -0.1 0.0708
H -5.91900 0.65853 -3.99306 0.2 -0.2 -0.1 0.0484
H -5.96886 2.25348 -3.32819 0.3 0.1 0.1 0.0850
H 3.08819 2.25065 -2.33795 -0.7 0.2 -0.2 -0.0550
H -5.51009 -1.29382 -3.74120 0.0 0.2 0.1 0.0520
H 1.30238 -0.60222 6.57323 0.1 0.0 -0.1 0.0773
H 0.17662 -2.58406 7.91087 0.2 0.2 -0.2 0.0784
H 4.65060 0.40495 -0.64631 0.1 -0.5 0.2 -0.0612
H 1.69068 -0.21604 0.51050 -0.1 0.9 -0.5 0.0931
H -4.21978 -0.45531 -7.47554 0.2 0.3 0.1 0.0784
H -5.31673 -0.34269 -6.10767 0.0 0.0 0.1 0.0705
H -2.53914 2.87819 -2.91343 0.0 -0.1 -0.1 0.0610
H 8.01871 3.47272 0.96194 -0.9 0.1 -0.2 0.0526
H 0.14284 6.09854 0.32561 -0.1 -0.6 -0.7 0.0840
H 2.73050 -1.34572 5.84037 -0.1 0.0 0.0 0.0745
H 2.10609 -4.85272 6.15770 -0.2 0.1 0.0 0.0791
H -1.42013 -1.97707 -3.94630 0.0 0.0 0.1 0.0760
H 4.77760 4.54728 -1.83368 -0.1 0.1 0.1 0.0736
H 7.30431 2.58183 -1.31178 -0.7 -0.1 0.5 0.0863
H -4.67849 -1.01891 -2.18358 -0.1 0.0 0.1 0.0892
H 3.32061 1.52679 1.01569 -0.2 0.1 -0.7 0.0750
H -4.73012 -2.61533 -2.95290 0.3 0.0 0.0 0.0778
H -2.11344 -2.90887 2.25849 0.0 -0.1 0.1 0.0792
H -0.92820 -2.17831 6.58482 -0.1 0.0 0.1 0.0896
H 0.91192 0.70611 -0.82172 0.3 0.3 0.7 0.0857
H -2.58296 1.10481 -7.54913 0.0 0.0 0.0 0.0771
H 2.78994 -5.32661 2.88282 0.0 0.0 0.0 0.0791
H -4.16951 3.48297 -2.76455 -0.1 -0.1 -0.1 0.0830
H -5.55093 2.04565 -5.03097 -0.1 0.0 0.0 0.0753
H 6.28422 3.40904 1.53267 0.6 0.4 -0.7 0.0704
H -2.64325 -3.21776 -3.70819 -0.2 0.1 -0.1 0.0747
H 0.72679 3.04048 -1.13167 -0.8 -0.5 0.3 0.1037
H 0.01349 3.60552 1.54772 0.0 -0.6 -1.0 0.1057
H 6.78114 4.59918 0.22717 0.1 -0.8 0.5 0.0554
H 1.05430 -5.45841 2.52146 0.0 -0.1 0.0 0.0757
H 2.95854 0.18747 -1.84533 -0.3 -0.2 -0.2 -0.0684
H -2.06796 1.96383 -6.11167 -0.1 0.0 0.0 0.0773
H -4.06920 -1.60415 -6.18415 -0.1 0.1 0.2 0.0784
H 6.64256 1.45246 -0.06335 -0.1 0.9 -0.4 0.0726
H -2.19533 -2.14555 -2.36544 0.1 0.0 0.0 0.0775
H 0.66413 -5.67783 5.53019 -0.1 0.1 0.0 0.0683
H -0.68258 -1.91817 2.10894 0.1 -0.1 0.1 0.0645
H -1.02359 -5.31666 3.71658 -0.1 -0.1 0.0 0.0745
H 1.21971 1.75117 2.13177 -0.6 -0.5 -0.7 0.0995
H -3.38533 3.43834 -4.36210 -0.1 0.1 0.0 0.0720
```
Forces are in eV/Å.

Summary:
LUMO (eV): 1.04
HOMO-LUMO gap (eV): 3.37
Total energy (a.u.): -2475.475123
Net charge: -1

---

# C10H13Cl12N3

A 7-piece molecular cluster, C10H13Cl12N3 overall in a non-equilibrium geometry (ωB97M-V/def2-TZVPD, the Open Molecules 2025 dataset).

Geometry as XYZ:
```
38
Properties=species:S:1:pos:R:3:forces:R:3:lowdin_charge:R:1
Cl -19.37060 -15.64105 3.94275 -0.7 -0.6 -0.6 0.5887
Cl -16.94099 -15.88625 0.78327 0.7 -0.5 0.0 0.5121
Cl -20.78382 -20.64331 8.25879 -0.4 -0.4 -0.7 0.5098
Cl -14.11923 -16.63973 -0.06807 -1.7 -0.4 1.1 0.4326
Cl -15.11365 -17.14597 2.71635 -0.3 -0.1 -1.3 0.5569
Cl -19.53572 -12.70617 3.73212 0.2 -0.7 0.4 0.5023
Cl -19.81677 -19.64979 -3.44270 0.2 -0.3 0.4 0.4970
Cl -21.07063 -23.30868 7.03015 -0.4 0.7 0.2 0.4992
Cl -21.11130 -20.99556 5.31791 -0.2 0.2 0.5 0.5213
Cl -19.80220 -17.89341 -1.16720 0.6 -0.9 0.0 0.4551
Cl -17.26096 -18.90440 -2.27080 -0.3 -0.1 0.2 0.5007
Cl -18.89517 -14.06882 6.26857 0.1 0.3 0.0 0.5533
N -17.84768 -19.72349 1.14450 -0.2 0.2 0.4 0.1535
N -18.58066 -17.51540 6.50142 -1.4 0.2 0.8 0.1665
N -15.32648 -14.61324 5.47919 -0.3 -3.8 0.4 0.1395
C -15.37203 -15.78509 5.62986 0.2 4.9 -0.7 -0.3192
C -15.62853 -17.06774 0.98238 1.1 0.6 -0.2 -1.3915
C -18.95631 -19.31268 -1.92028 -0.1 0.9 -0.4 -1.4936
C -18.66869 -18.85965 3.49055 0.3 0.2 0.0 -0.1031
C -15.40582 -17.19975 5.85371 0.2 -0.4 0.0 -0.1357
C -18.75685 -14.14118 4.51671 0.5 1.0 -0.3 -1.5378
C -18.22794 -19.33256 2.15878 -0.2 -0.1 0.5 -0.2293
C -21.56812 -21.58471 6.93618 0.7 -0.4 0.0 -1.4649
C -19.55073 -17.21791 7.06451 2.7 -0.4 -1.2 -0.3272
C -20.72833 -16.82761 7.74760 -1.6 0.6 0.0 -0.0822
H -14.40094 -17.59465 5.70416 0.0 -0.1 0.3 0.0859
H -21.29980 -17.73466 7.94449 -0.1 0.2 0.5 0.0571
H -15.98193 -18.04635 0.65751 0.2 0.2 0.1 -0.0312
H -16.04912 -17.66717 5.10820 -0.2 0.0 0.4 0.0113
H -20.58577 -16.16314 8.59981 0.4 -0.6 0.3 0.0961
H -18.87300 -19.65889 4.20300 0.0 -0.2 -0.4 0.0404
H -15.76051 -17.33966 6.87484 0.0 -0.5 -0.2 0.0814
H -21.34454 -16.20703 7.09700 0.0 -0.1 -0.4 0.0861
H -18.95010 -20.18202 -1.26278 -0.2 0.4 0.0 -0.0012
H -17.70950 -14.13297 4.21491 -0.1 0.3 0.4 -0.0080
H -22.64930 -21.50301 7.04787 0.3 -0.1 0.0 0.0187
H -19.54250 -18.20932 3.45007 0.0 -0.3 -0.3 0.0362
H -17.88491 -18.25868 3.95166 0.1 0.0 -0.2 0.0233
```
Forces are in eV/Å.

Summary:
LUMO (eV): 0.10
HOMO-LUMO gap (eV): 10.91
Total energy (a.u.): -6075.352622
Net charge: 0
SMILES: ClC(Cl)Cl.ClC(Cl)Cl.ClC(Cl)Cl.ClC(Cl)Cl.CC#N.CC#N.CC#N

---

# C7H17O2

A 2-piece molecular cluster, C7H17O2 overall in a non-equilibrium geometry (ωB97M-V/def2-TZVPD, the Open Molecules 2025 dataset).

Geometry as XYZ:
```
26
Properties=species:S:1:pos:R:3:forces:R:3:lowdin_charge:R:1
O 2.87910 0.15466 0.36883 -0.2 0.1 -0.1 -0.3815
O -3.02987 -0.57833 0.43290 -0.2 -0.2 0.3 -0.0939
C -0.12179 0.53286 0.41780 0.8 0.3 0.6 -0.1178
C 4.07407 0.87384 0.83866 0.7 0.5 0.3 -0.2430
C 2.58904 0.56393 -0.92487 0.0 0.3 0.0 -0.3496
C -3.06656 -2.81731 -0.48956 0.1 -0.1 0.0 -0.0954
C 0.69748 1.84636 0.23270 0.1 -0.4 -0.1 -0.2607
C -3.44905 -1.91681 0.67022 -0.1 0.2 -0.4 -0.3193
C 1.65717 1.81393 -0.97986 0.1 0.2 0.5 -0.2154
H -1.98748 -2.79635 -0.64640 0.0 0.0 0.1 0.0782
H -3.46008 -0.27448 -0.36929 0.0 0.1 -0.1 0.0815
H 0.04538 2.73731 0.20624 0.1 -0.3 -0.2 0.0863
H -4.53401 -1.92982 0.82908 0.0 -0.2 0.1 0.1018
H -3.37618 -3.84853 -0.30528 0.0 0.0 0.0 0.0688
H 3.55415 0.85043 -1.39016 -0.3 -0.3 -0.3 0.0764
H -2.96467 -2.25077 1.58739 0.0 0.1 0.0 0.1130
H 1.34003 1.95215 1.12030 -0.2 0.1 -0.3 0.0885
H -1.11930 0.71012 0.82158 0.0 0.0 -0.4 0.0348
H 2.11103 -0.27500 -1.46553 0.1 0.2 0.1 0.0970
H 2.27798 2.72474 -0.93053 -0.2 -0.2 -0.1 0.0859
H -0.13847 -0.09683 -0.48217 -0.3 0.3 0.1 0.0628
H 4.12732 0.73075 1.94112 -0.3 -0.1 -0.3 -0.0687
H 1.12333 1.84537 -1.94659 0.0 -0.1 0.3 0.0917
H -3.53380 -2.47298 -1.41614 -0.1 0.0 0.0 0.0692
H 3.88745 1.97386 0.70004 -0.1 -0.3 0.2 -0.0598
H 0.41775 -0.05309 1.17953 -0.2 0.0 -0.4 0.0693
```
Forces are in eV/Å.

Summary:
LUMO (eV): 2.76
HOMO-LUMO gap (eV): 3.41
Total energy (a.u.): -427.269866
Net charge: -1